i:
DFT (the ωB97M-V functional and the def2-TZVPD basis) results for C2H6N4OS in the gas phase.

For the LUMO energy, the calculation gives 0.4 eV. The HOMO-LUMO gap is 9.675 eV. The SMILES is NN/C(=N/C=O)NS. Its highest occupied orbital energy is -9.2 eV.

Element x y z (Å)
O (2.56951, 1.48368, -0.69168)
H (-1.33180, -1.34658, 0.63999)
N (0.29556, 1.17225, -0.57793)
N (-2.87689, 0.14092, 0.51231)
H (1.63927, 0.00163, -1.68488)
N (-0.46894, -0.94462, 0.27651)
S (0.98528, -1.67949, 0.72368)
H (1.18944, -1.07417, 1.90161)
C (1.57852, 0.84399, -0.97606)
H (-3.71330, -0.00274, -0.03594)
H (-2.00852, 1.74484, -0.51570)
H (-3.14429, 0.73186, 1.30513)
C (-0.60101, 0.33797, -0.20608)
N (-1.92349, 0.75372, -0.29129)

ii:
DFT (the ωB97M-V functional and the def2-TZVPD basis) results for C2H6N4OS in the gas phase.

For the LUMO energy, the calculation gives 0.4 eV. The HOMO-LUMO gap is 10.010 eV. The SMILES is [H]/N=C\NSC(=O)NN. Its highest occupied orbital energy is -9.6 eV.

Element x y z (Å)
C (1.10334, -0.39749, 2.14010)
N (-1.89856, -0.01189, -2.13665)
H (-0.47473, -1.42036, 1.91262)
S (-0.59712, 0.71086, 0.38010)
C (0.27935, -0.07018, -1.06878)
N (0.71652, 0.74254, 1.43023)
H (2.10298, -0.32877, 2.55186)
N (-0.52190, -0.16497, -2.15388)
H (1.50816, 1.37503, 1.19354)
H (-2.29852, -0.29722, -1.22886)
O (1.45672, -0.30229, -1.04925)
H (-2.19548, 0.98024, -2.18036)
H (-0.12174, -0.40626, -3.06900)
N (0.43013, -1.43025, 2.38954)

iii:
DFT (the ωB97M-V functional and the def2-TZVPD basis) results for C2H6N4OS in the gas phase.

For the LUMO energy, the calculation gives 0.6 eV. The HOMO-LUMO gap is 10.473 eV. The SMILES is [H]/N=C\N(N)C(=O)NS. Its highest occupied orbital energy is -9.9 eV.

Element x y z (Å)
H (-2.44241, 0.16436, -1.51811)
H (-0.52077, 0.16040, -1.92244)
C (0.02781, 0.79185, 0.68029)
S (-2.33501, 0.42611, -0.25794)
H (1.23734, -1.99508, -0.83165)
H (-1.09948, 2.22579, 0.09264)
C (0.50617, -1.04397, -0.91162)
N (0.57096, -0.35558, 0.34977)
N (-0.88680, 1.36403, -0.34109)
O (0.47716, 1.40055, 1.70442)
N (-0.16713, -0.74980, -1.96474)
N (1.41111, -0.91590, 1.29646)
H (2.22144, -0.31041, 1.50545)
H (0.99961, -1.16235, 2.11857)

It is iii that is the least stable of them.

i:
DFT (the ωB97M-V functional and the def2-TZVPD basis) results for 2 unconnected molecules or ions with the total composition C6H9OP.

For the LUMO energy, the calculation gives 0.8 eV. The HOMO-LUMO gap is 9.563 eV. The SMILES is C=CP(O)C=C.C#C. Its highest occupied orbital energy is -8.8 eV.

Element x y z (Å)
O (1.13608, -0.12399, -1.22311)
H (-1.46187, -2.86738, -1.23247)
H (1.38674, 2.55727, 2.28810)
H (0.03158, 0.02139, 2.18665)
H (-1.93001, -0.36345, -3.38807)
C (0.80978, 1.90408, 0.33603)
H (0.28134, 3.61617, 1.02766)
C (0.41226, -0.48014, 1.39346)
P (1.68395, 0.30246, 0.22791)
H (0.31108, 2.11664, -0.65693)
C (0.09391, -1.73178, 1.33460)
C (-1.63105, -2.13807, -2.06009)
H (0.45189, -2.57021, 0.64229)
C (0.90214, 2.78627, 1.31865)
C (-1.90340, -1.13680, -2.66052)
H (-0.75680, -2.02764, 1.98188)
H (0.18239, 0.13519, -1.51604)

ii:
DFT (the ωB97M-V functional and the def2-TZVPD basis) results for C6H9OP in the gas phase.

For the LUMO energy, the calculation gives -0.5 eV. The HOMO-LUMO gap is 8.193 eV. Its highest occupied orbital energy is -8.7 eV.

Element x y z (Å)
C (0.67554, 0.21777, -0.13684)
H (-2.12565, 2.04083, -0.99088)
C (-2.53280, 0.19166, 0.08234)
H (1.09177, -3.20397, 0.13647)
H (-3.41216, 2.06481, 0.28165)
C (-2.40333, 1.72964, -0.01814)
O (-3.55849, -0.32183, 0.52540)
H (1.03004, -2.33301, -1.28978)
H (-1.50591, 2.09880, 0.48786)
C (1.48428, -0.94515, 0.36438)
H (0.71425, 1.15258, 0.35541)
C (-1.36217, -0.65034, 0.11506)
P (-1.10152, -2.31512, -0.04539)
H (2.52271, -1.05044, -0.13010)
H (0.39860, 0.26965, -1.14609)
H (1.64725, -0.76230, 1.47601)
C (0.81614, -2.19385, -0.13176)

It is i that is the least stable of them.

i:
DFT (the ωB97M-V functional and the def2-TZVPD basis) results for C4H9P in the gas phase.

For the LUMO energy, the calculation gives 0.9 eV. The HOMO-LUMO gap is 8.830 eV. The SMILES is CC=[PH]=CC. Its highest occupied orbital energy is -8.0 eV.

Element x y z (Å)
H (-1.79093, 0.26478, 0.90008)
C (-0.67599, -0.61679, -0.58266)
H (-2.17653, 1.00188, -0.56032)
P (0.44967, -1.59496, 0.41972)
H (1.76566, 1.69948, -0.11555)
C (1.92442, 0.69244, -0.28510)
H (-0.45223, -0.71411, -1.65476)
H (-0.18657, -1.86951, 1.72519)
H (0.23227, 0.74384, 1.11841)
H (-2.93154, -0.57819, -0.14219)
C (0.92114, 0.08131, 0.64728)
H (1.98630, 0.40777, -1.37215)
H (2.97073, 0.43563, -0.01274)
C (-2.03640, 0.04643, -0.08522)

ii:
DFT (the ωB97M-V functional and the def2-TZVPD basis) results for 2 unconnected molecules or ions with the total composition C4H9P.

For the LUMO energy, the calculation gives 1.0 eV. The HOMO-LUMO gap is 9.763 eV. The SMILES is CC1=CC1.P. Its highest occupied orbital energy is -8.7 eV.

Element x y z (Å)
H (-3.31159, 0.71939, 0.10039)
H (3.02783, -0.29182, -1.41171)
C (-2.61942, 0.23958, -0.52437)
C (-1.31442, 0.02198, 0.06650)
H (0.71586, -0.56826, -0.65119)
H (4.36652, 0.26117, -0.57825)
H (-2.95696, -0.48441, -1.16183)
H (-0.21406, 1.01610, 1.83614)
C (-0.11240, -0.36469, -0.09966)
P (3.10520, 0.18585, -0.16615)
C (-0.45392, 0.02917, 1.29267)
H (-2.53744, 1.01951, -1.27861)
H (3.15073, -1.22460, 0.38492)
H (-0.84591, -0.55897, 2.19115)

It is ii that is the least stable of them.